Entry 1:
ORCA calculation (ωB97M-V/def2-TZVPD) on 2 unconnected molecules or ions with the total composition C22H32BBrNO2 at a distorted geometry.

Output
Net charge ... +1
DFT total energy ... -99630.8675 eV
Highest occupied orbital energy ... -10.04 eV
Lowest unoccupied orbital energy ... -3.65 eV
Relative energy (zero: lowest compared OMol25 entry of this formula, charge and spin) ... 0.1660 eV

Structure (XYZ):
```
59
C22H32BBrNO2, DFT ωB97M-V/def2-TZVPD
C 3.73 4.01 3.72
O 2.94 2.85 4.07
C 2.79 1.87 3.14
C 1.95 0.79 3.50
C 1.58 -0.14 2.54
C 1.94 0.03 1.19
C 1.22 -0.84 0.19
C 1.63 -0.77 -1.25
C 1.74 -1.97 -1.96
C 2.12 -1.90 -3.29
C 2.32 -0.64 -3.89
O 2.60 -0.69 -5.22
C 2.58 -2.12 -5.58
C 2.36 -2.96 -4.31
C 2.15 0.56 -3.19
C 1.75 0.48 -1.88
C 2.91 0.99 0.89
C 3.32 1.93 1.83
H 3.64 4.67 4.58
H 4.79 3.72 3.57
H 3.35 4.49 2.81
H 1.58 0.77 4.52
H 0.96 -0.98 2.85
H 1.13 -1.88 0.52
H 1.50 -2.93 -1.50
H 1.75 -2.27 -6.30
H 3.53 -2.37 -6.07
H 3.27 -3.53 -4.06
H 1.52 -3.66 -4.43
H 2.32 1.50 -3.70
H 1.51 1.37 -1.31
H 3.32 1.09 -0.10
H 4.01 2.73 1.53
C -3.45 2.14 0.10
C -2.60 0.95 -0.30
N -3.03 -0.31 0.41
C -3.00 -0.13 1.91
C -1.61 0.12 2.43
C -4.44 -0.66 -0.03
C -4.87 -2.00 0.56
B -2.40 -1.63 -0.07
Br -2.09 -1.88 -1.94
H 0.22 -0.50 0.15
H -3.14 3.01 -0.50
H -4.52 2.00 -0.10
H -3.33 2.43 1.15
H -2.68 0.77 -1.38
H -1.54 1.13 -0.08
H -3.68 0.71 2.11
H -3.40 -1.03 2.38
H -1.66 0.41 3.48
H -1.00 -0.78 2.37
H -1.08 0.94 1.92
H -5.06 0.18 0.28
H -4.40 -0.71 -1.13
H -5.87 -2.19 0.17
H -4.23 -2.85 0.28
H -4.95 -1.97 1.66
H -2.01 -2.35 0.73
```



Entry 2:
ORCA calculation (ωB97M-V/def2-TZVPD) on a molecular structure, C22H32BCoF10N7O5S4.

Output
Net charge ... 0
DFT total energy ... -152828.2736 eV
Highest occupied orbital energy (alpha / beta) ... -8.31 / -8.54 eV
Lowest unoccupied orbital energy (alpha / beta) ... -0.18 / 0.29 eV
Expectation value of S² ... 0.761
Relative energy (zero: lowest compared OMol25 entry of this formula, charge and spin) ... 0.3905 eV
2S+1 ... 2

Structure (XYZ):
```
82
C22H32BCoF10N7O5S4, DFT ωB97M-V/def2-TZVPD
Co 1.24 -0.15 -0.63
F 3.70 1.32 1.44
C 4.74 1.49 0.64
F 5.59 0.48 0.80
F 5.35 2.63 0.95
S 4.19 1.54 -1.12
O 3.23 0.46 -1.29
O 5.41 1.46 -1.86
N 3.51 2.95 -1.31
S 1.97 3.18 -1.12
O 1.26 2.12 -0.43
O 1.35 3.73 -2.29
C 1.99 4.54 0.11
F 0.72 4.91 0.36
F 2.55 4.14 1.24
F 2.65 5.59 -0.36
S 1.12 -0.59 -2.86
C 0.20 0.70 -3.50
N -0.85 1.21 -2.87
C -1.63 2.34 -3.37
C -1.53 2.40 -4.88
C -0.07 2.37 -5.28
N 0.56 1.20 -4.69
H -1.08 0.78 -1.98
H -1.27 3.26 -2.91
H -2.66 2.18 -3.05
H -2.01 3.30 -5.25
H -2.05 1.54 -5.32
H 0.43 3.28 -4.93
H 0.05 2.32 -6.37
H 1.39 0.81 -5.10
F 1.08 0.00 1.43
B 0.79 0.59 2.76
F 1.89 1.24 3.23
F -0.31 1.45 2.60
F 0.43 -0.51 3.57
C 2.14 -5.57 1.90
N 2.04 -4.12 1.76
C 2.75 -3.37 2.79
C 1.77 -3.56 0.55
S 2.59 -2.17 0.06
N 0.83 -4.17 -0.20
C 0.64 -3.81 -1.60
C -0.28 -4.91 0.39
H 3.16 -5.83 2.20
H 1.94 -6.06 0.95
H 1.45 -5.96 2.66
H 2.52 -3.83 3.75
H 2.41 -2.34 2.80
H 3.83 -3.38 2.62
H 1.58 -3.48 -2.03
H -0.09 -3.01 -1.71
H 0.28 -4.70 -2.13
H -0.26 -4.82 1.47
H -0.26 -5.96 0.11
H -1.22 -4.48 0.02
C -3.22 0.45 3.33
N -2.72 -0.38 2.24
N -2.27 0.20 1.08
C -1.33 -0.60 0.51
O -0.73 -0.30 -0.57
C -1.20 -1.74 1.35
C -2.02 -1.53 2.42
C -2.12 -2.29 3.70
C -2.87 1.36 0.52
C -2.10 2.50 0.31
C -2.71 3.63 -0.22
C -4.07 3.62 -0.51
C -4.83 2.48 -0.29
C -4.23 1.34 0.22
H -3.48 1.43 2.92
H -2.45 0.60 4.08
H -4.11 0.00 3.76
H -0.48 -2.52 1.22
H -1.55 -3.21 3.61
H -3.15 -2.52 3.95
H -1.68 -1.70 4.50
H -1.06 2.49 0.59
H -2.12 4.51 -0.39
H -4.54 4.51 -0.91
H -5.89 2.48 -0.52
H -4.80 0.44 0.39
```



Entry 3:
ORCA calculation (ωB97M-V/def2-TZVPD) on 8 unconnected molecules or ions with the total composition C22H32Cl2F4O21 at a distorted geometry.

Output
Net charge ... 0
DFT total energy ... -102241.9576 eV
Highest occupied orbital energy ... -10.76 eV
Structure (SMILES) ... O=C1OC[C@@H](F)O1.O=C1OC[C@@H](F)O1.O=C1OC[C@@H](F)O1.O=C1OC[C@@H](F)O1.COC(=O)OC.COC(=O)OC.COC(=O)OC.ClCCl
Lowest unoccupied orbital energy ... -0.16 eV
Relative energy (zero: lowest compared OMol25 entry of this formula, charge and spin) ... 2.3261 eV

Structure (XYZ):
```
81
C22H32Cl2F4O21, DFT ωB97M-V/def2-TZVPD
O 8.85 3.55 -0.19
C 8.66 3.26 -1.36
O 9.51 3.51 -2.29
C 9.19 2.80 -3.53
C 7.75 2.56 -3.29
F 7.55 1.29 -3.69
O 7.55 2.66 -1.89
H 9.35 3.50 -4.35
H 9.85 1.94 -3.65
H 7.01 3.17 -3.81
O 3.63 -7.82 0.01
C 3.16 -7.18 -0.92
O 3.83 -6.64 -1.91
C 3.10 -5.61 -2.40
C 1.68 -6.03 -2.16
F 1.20 -6.84 -3.11
O 1.94 -6.81 -0.96
H 3.49 -4.68 -1.98
H 3.29 -5.50 -3.47
H 0.95 -5.25 -1.95
O -3.45 4.12 7.78
C -3.19 4.57 6.63
O -3.71 4.18 5.51
C -3.01 4.64 4.40
C -2.45 5.92 5.05
F -3.38 6.82 4.87
O -2.43 5.62 6.42
H -2.29 3.93 3.97
H -3.68 4.81 3.55
H -1.54 6.38 4.66
O 3.19 8.55 4.43
C 3.77 7.73 3.75
O 4.60 6.90 4.32
C 4.84 5.81 3.43
C 4.78 6.52 2.13
F 4.26 5.74 1.14
O 3.76 7.49 2.43
H 5.76 5.24 3.61
H 4.00 5.12 3.38
H 5.72 6.98 1.83
C 1.88 0.75 -0.10
O 0.67 0.52 0.51
C -0.53 0.36 -0.16
O -0.59 0.11 -1.35
O -1.52 0.45 0.74
C -2.85 0.33 0.28
H 1.80 1.57 -0.82
H 2.18 -0.16 -0.62
H 2.53 0.97 0.75
H -2.96 -0.69 -0.09
H -3.18 1.04 -0.48
H -3.37 0.55 1.22
C -9.70 -3.92 7.92
O -9.05 -3.53 6.77
C -8.10 -4.37 6.24
O -7.79 -5.48 6.65
O -7.58 -3.82 5.17
C -6.27 -4.23 4.74
H -9.03 -4.04 8.77
H -10.37 -4.75 7.71
H -10.23 -3.04 8.29
H -5.90 -3.64 3.91
H -6.19 -5.30 4.52
H -5.47 -4.05 5.46
C 1.34 -6.44 -8.12
O 0.30 -5.93 -7.41
C -0.05 -4.65 -7.65
O 0.42 -3.82 -8.37
O -1.01 -4.36 -6.76
C -1.61 -3.05 -6.60
H 1.65 -7.37 -7.64
H 2.21 -5.79 -8.07
H 1.03 -6.73 -9.13
H -1.75 -2.49 -7.52
H -0.98 -2.34 -6.06
H -2.48 -3.08 -5.95
Cl -5.03 4.24 -3.09
C -4.80 3.57 -4.70
Cl -5.73 2.08 -4.92
H -5.22 4.21 -5.48
H -3.77 3.36 -4.97
```



Entry 4:
ORCA calculation (ωB97M-V/def2-TZVPD) on a molecular structure, C22H32Cl2HgN3O3S at a distorted geometry.

Output
Net charge ... -1
DFT total energy ... -74001.6910 eV
Highest occupied orbital energy ... -3.59 eV
Lowest unoccupied orbital energy ... 2.55 eV

Structure (XYZ):
```
64
C22H32Cl2HgN3O3S, DFT ωB97M-V/def2-TZVPD
O -2.72 -2.83 -1.87
C -2.61 -2.27 -2.95
C -1.33 -2.35 -3.70
C -0.13 -2.73 -3.05
H -0.11 -2.76 -1.95
C 0.97 -3.18 -3.79
H 1.88 -3.51 -3.26
C 0.86 -3.24 -5.19
H 1.68 -3.70 -5.75
C -0.25 -2.67 -5.84
H -0.27 -2.62 -6.93
C -1.33 -2.21 -5.09
H -2.24 -1.85 -5.58
H -3.38 -1.58 -3.37
C -1.46 2.27 -2.04
C -0.05 1.82 -2.17
H -1.82 2.87 -2.89
H -1.51 2.88 -1.12
H -2.18 1.44 -1.89
C 0.82 1.77 -3.19
C 1.36 2.78 -4.19
H 1.26 0.77 -3.38
H 1.28 2.32 -5.19
H 2.44 2.95 -4.03
H 0.79 3.72 -4.21
Hg 0.52 0.83 -0.38
Cl 2.44 -0.75 0.01
Cl 1.14 3.22 0.48
C 2.05 1.39 2.66
O 0.90 1.02 2.96
N 2.77 2.29 3.35
C 2.26 2.84 4.59
C 4.10 2.70 2.94
H 2.56 1.02 1.76
H 1.20 2.60 4.65
H 2.40 3.93 4.61
H 2.79 2.42 5.46
H 4.28 2.33 1.93
H 4.86 2.29 3.62
H 4.18 3.79 2.95
H -4.18 2.34 2.74
H -5.59 0.05 2.16
C -4.01 2.33 1.65
C -5.21 0.21 1.14
N -3.97 0.96 1.16
H -3.07 2.83 1.43
C -2.80 0.34 0.93
O -1.69 0.90 1.05
H -5.02 -0.76 0.67
H -2.90 -0.73 0.64
H -4.85 2.84 1.17
H -5.97 0.76 0.56
S -0.52 -2.39 0.84
C 0.65 -2.57 2.01
N 0.75 -1.63 3.01
C 1.63 -1.77 4.05
C 2.49 -2.84 4.08
C 2.50 -3.76 3.02
C 1.59 -3.61 1.99
H 0.27 -0.73 2.89
H 1.56 -0.98 4.81
H 3.15 -2.95 4.94
H 3.21 -4.58 3.01
H 1.57 -4.25 1.11
```



Entry 5:
ORCA calculation (ωB97M-V/def2-TZVPD) on a molecular structure, C22H32ClF12IN2P2 at a distorted geometry.

Output
Net charge ... 0
DFT total energy ... -98125.8709 eV
Highest occupied orbital energy ... -9.41 eV
Lowest unoccupied orbital energy ... -1.48 eV

Structure (XYZ):
```
72
C22H32ClF12IN2P2, DFT ωB97M-V/def2-TZVPD
C -1.83 1.20 -4.73
C -1.35 0.01 -3.88
P -1.97 0.18 -2.14
C -2.61 -1.52 -1.79
C -1.53 -2.61 -1.94
C -0.55 0.29 -0.92
C 0.43 1.43 -1.23
C 1.49 0.91 -2.23
C 1.60 1.72 -3.53
C 2.36 3.02 -3.40
F 2.68 3.47 -4.66
N 1.05 1.87 0.07
C 2.25 2.72 -0.06
C 3.49 2.18 0.18
C 4.56 3.04 0.01
C 4.33 4.34 -0.38
N 3.12 4.88 -0.60
C 2.11 4.03 -0.42
C 0.07 2.46 1.05
C -1.32 1.84 0.96
Cl -2.35 2.83 -0.09
I -2.12 2.02 2.96
C -1.20 0.39 0.51
C -0.49 -0.52 1.54
C -1.44 -1.31 2.48
C -1.65 -2.75 2.03
C -0.50 -3.67 2.49
F -0.99 -4.60 3.35
F 0.49 -3.01 3.10
C 0.10 -4.45 1.30
F 0.93 -5.41 1.72
F 0.79 -3.60 0.49
F -0.86 -5.04 0.56
H -1.12 1.48 -5.51
H -1.94 2.07 -4.07
H -2.81 1.02 -5.13
H -1.83 -0.88 -4.28
H -0.29 -0.18 -3.99
H -3.01 -1.56 -0.79
H -3.39 -1.74 -2.51
H -1.94 -3.53 -2.34
H -0.75 -2.30 -2.63
H -1.03 -2.81 -1.00
H -0.03 -0.66 -0.94
H -0.07 2.27 -1.69
H 1.21 -0.09 -2.53
H 2.49 0.83 -1.81
H 2.16 1.10 -4.23
H 0.63 1.93 -3.98
H 1.70 3.79 -2.99
H 3.27 2.94 -2.81
H 1.38 1.01 0.51
H 3.60 1.15 0.47
H 5.57 2.71 0.19
H 5.18 4.98 -0.53
H 1.11 4.42 -0.58
H -0.01 3.54 0.98
H 0.48 2.25 2.03
H -2.22 0.01 0.40
H 0.10 0.12 2.20
H 0.15 -1.23 1.05
H -1.14 -1.23 3.51
H -2.41 -0.83 2.42
H -1.80 -2.79 0.95
H -2.55 -3.11 2.51
F -2.34 -3.07 7.69
P -1.40 -3.02 6.34
F -0.75 -1.76 7.20
F -1.59 -1.86 5.16
F -1.09 -4.60 6.67
F 0.12 -3.15 5.70
F -2.74 -3.59 5.56
```



Entry 6:
ORCA calculation (ωB97M-V/def2-TZVPD) on a molecular structure, C22H32GdN5O at a distorted geometry.

Output
Net charge ... +2
DFT total energy ... -53652.6687 eV
Highest occupied orbital energy (alpha / beta) ... -13.32 / -12.88 eV
Lowest unoccupied orbital energy (alpha / beta) ... -6.13 / -8.21 eV
Expectation value of S² ... 16.185
Relative energy (zero: lowest compared OMol25 entry of this formula, charge and spin) ... 0.6790 eV
2S+1 ... 8

Structure (XYZ):
```
61
C22H32GdN5O, DFT ωB97M-V/def2-TZVPD
Gd 0.27 0.11 -0.41
C -2.64 1.81 0.52
N -2.01 0.47 0.68
C -1.79 0.21 2.12
C -2.90 -0.56 0.12
C -4.28 -0.50 0.29
C -5.09 -1.44 -0.32
C -4.54 -2.41 -1.14
C -3.17 -2.49 -1.30
C -2.32 -1.60 -0.62
N -0.92 -1.74 -0.59
C -0.37 -2.96 -0.18
C -1.08 -4.17 -0.02
C -0.45 -5.34 0.32
C 0.92 -5.37 0.54
C 1.63 -4.19 0.47
C 1.00 -3.00 0.15
N 1.75 -1.74 0.19
C 2.88 -1.83 -0.77
C 2.25 -1.53 1.57
H -3.53 1.92 1.14
H -2.92 1.95 -0.52
H -1.93 2.58 0.82
H -2.73 0.28 2.68
H -1.09 0.94 2.54
H -1.39 -0.80 2.25
H -4.73 0.27 0.90
H -6.16 -1.40 -0.17
H -5.18 -3.11 -1.66
H -2.74 -3.21 -1.98
H -2.15 -4.19 -0.14
H -1.03 -6.25 0.43
H 1.43 -6.29 0.80
H 2.69 -4.19 0.71
H 3.60 -2.59 -0.46
H 3.41 -0.88 -0.84
H 2.49 -2.11 -1.75
H 3.10 -2.18 1.79
H 1.45 -1.76 2.28
H 2.56 -0.49 1.72
C 0.01 5.90 0.29
N -0.12 4.66 -0.46
C -0.65 4.52 -1.72
C -0.56 3.20 -2.03
N 0.04 2.52 -0.98
C 0.28 3.45 -0.06
H -0.53 6.69 -0.22
H 1.06 6.20 0.37
H -0.39 5.78 1.29
H -1.05 5.35 -2.28
H -0.85 2.70 -2.93
H 0.74 3.27 0.91
C 4.96 1.81 -0.93
C 3.92 1.55 0.14
O 2.58 1.43 -0.44
H 5.95 1.83 -0.47
H 4.81 2.77 -1.42
H 4.95 1.02 -1.68
H 3.91 2.36 0.87
H 4.12 0.62 0.66
H 2.52 2.15 -1.08
```



Entry 7:
ORCA calculation (ωB97M-V/def2-TZVPD) on a molecular structure, C22H32I2IrN2OSb at a distorted geometry.

Output
Net charge ... +3
DFT total energy ... -53910.1375 eV
Highest occupied orbital energy (alpha / beta) ... -17.03 / -17.04 eV
Lowest unoccupied orbital energy (alpha / beta) ... -12.11 / -12.30 eV
Expectation value of S² ... 1.043
Relative energy (zero: lowest compared OMol25 entry of this formula, charge and spin) ... 0.2143 eV
2S+1 ... 2

Structure (XYZ):
```
61
C22H32I2IrN2OSb, DFT ωB97M-V/def2-TZVPD
Ir 0.42 1.30 -0.14
I -6.20 4.13 2.40
C -4.64 3.41 1.40
C -4.67 3.35 -0.01
C -3.60 2.85 -0.69
I -3.58 2.86 -2.71
C -2.43 2.29 0.07
O -1.52 1.74 -0.56
C -2.40 2.44 1.54
C -1.25 1.91 2.35
N 0.09 2.13 1.76
C 1.17 1.56 2.62
C 2.45 1.59 1.85
C 3.68 1.79 2.43
C 4.82 1.77 1.63
C 4.69 1.58 0.27
C 3.43 1.40 -0.26
N 2.32 1.39 0.51
C -3.47 2.98 2.15
H -5.53 3.73 -0.54
H -1.37 0.82 2.47
H -1.28 2.35 3.35
H 0.26 3.13 1.64
H 0.90 0.52 2.82
H 1.24 2.08 3.57
H 3.75 1.95 3.50
H 5.80 1.92 2.07
H 5.54 1.58 -0.39
H 3.27 1.27 -1.32
H -3.49 3.10 3.23
C 0.19 -2.46 1.79
C -0.67 -2.43 0.54
C -2.10 -1.96 0.82
Sb 0.24 -1.20 -0.94
C 2.23 -1.95 -1.27
C 2.25 -3.48 -1.31
C 2.79 -1.35 -2.55
C -0.79 -1.51 -2.80
C -1.31 -2.94 -2.83
C -1.88 -0.48 -3.05
H -0.26 -3.13 2.53
H 0.26 -1.47 2.25
H 1.20 -2.83 1.60
H -0.68 -3.41 0.05
H -2.10 -0.95 1.24
H -2.57 -2.62 1.55
H -2.73 -1.96 -0.07
H 2.77 -1.59 -0.39
H 1.72 -3.86 -2.18
H 1.82 -3.93 -0.41
H 3.28 -3.82 -1.38
H 2.32 -1.79 -3.43
H 3.86 -1.56 -2.62
H 2.66 -0.27 -2.62
H 0.02 -1.37 -3.53
H -2.13 -3.08 -2.12
H -0.54 -3.69 -2.63
H -1.72 -3.16 -3.82
H -2.71 -0.61 -2.35
H -2.30 -0.62 -4.06
H -1.51 0.54 -2.99
```



Number 1: M 433.22 g/mol. Number 2: M 862.54 g/mol. Number 3: M 779.38 g/mol. Number 4: M 690.08 g/mol. Number 5: M 776.79 g/mol. Number 6: M 539.78 g/mol. Number 7: M 908.30 g/mol.